{"formula": "C44H39ClN2O5P2S2Sn", "method": "ωB97M-V/def2-TZVPD", "homo_lumo_gap_ev": 7.77, "total_charge": 2, "lumo_energy_ev": -4.78, "relative_energy_kcal_mol": 0.0, "multiplicity": 1, "species": ["Sn", "Cl", "C", "C", "C", "C", "C", "C", "P", "C", "C", "C", "C", "C", "C", "C", "C", "C", "C", "C", "C", "H", "H", "H", "H", "H", "H", "H", "H", "H", "H", "H", "H", "H", "H", "O", "C", "O", "C", "C", "C", "C", "C", "C", "P", "C", "C", "C", "C", "C", "C", "C", "C", "C", "C", "C", "C", "H", "H", "H", "H", "H", "H", "H", "H", "H", "H", "H", "H", "H", "H", "C", "C", "C", "C", "N", "C", "S", "N", "C", "H", "H", "H", "H", "H", "H", "H", "H", "C", "S", "O", "O", "O", "H", "H", "H"], "xyz": [[-0.7743, -0.8939, -0.0018], [-1.3963, -0.3101, 2.8035], [-1.5567, -1.9267, 3.4809], [-1.0834, -2.1380, 4.7590], [-1.2159, -3.4055, 5.3077], [-1.7994, -4.4273, 4.5715], [-2.2642, -4.1893, 3.2852], [-2.1630, -2.9236, 2.7149], [-2.7762, -2.5228, 1.0398], [-4.4629, -1.8923, 1.2808], [-5.3396, -1.9566, 0.1920], [-6.6490, -1.5203, 0.3248], [-7.0885, -1.0095, 1.5412], [-6.2180, -0.9338, 2.6186], [-4.9066, -1.3771, 2.4934], [-2.9806, -4.0952, 0.1807], [-2.0234, -4.4647, -0.7630], [-2.1124, -5.6888, -1.4115], [-3.1636, -6.5441, -1.1207], [-4.1339, -6.1756, -0.1925], [-4.0482, -4.9540, 0.4560], [-0.6236, -1.3304, 5.3152], [-0.8507, -3.5928, 6.3096], [-1.8903, -5.4181, 4.9973], [-2.7013, -5.0010, 2.7196], [-4.9994, -2.3601, -0.7566], [-7.3274, -1.5854, -0.5169], [-8.1144, -0.6824, 1.6507], [-6.5598, -0.5349, 3.5650], [-4.2447, -1.3221, 3.3479], [-1.2095, -3.7950, -1.0036], [-1.3696, -5.9694, -2.1483], [-3.2345, -7.5005, -1.6236], [-4.9633, -6.8394, 0.0183], [-4.8186, -4.6596, 1.1598], [-1.0222, 0.2013, -4.4083], [-0.2664, 1.0142, -4.0396], [0.4283, 0.8422, -2.7737], [0.2158, 2.2613, -4.6798], [-0.2126, 2.7100, -5.9143], [0.3984, 3.8351, -6.4460], [1.4243, 4.4851, -5.7604], [1.8433, 4.0372, -4.5139], [1.2180, 2.9205, -3.9853], [1.3609, 2.1042, -2.4203], [2.9452, 1.4820, -1.9729], [3.2397, 0.1251, -2.0874], [4.4994, -0.3251, -1.7183], [5.4539, 0.5756, -1.2670], [5.1588, 1.9324, -1.1577], [3.8977, 2.3892, -1.4948], [0.7345, 3.1349, -1.1279], [0.6320, 2.6184, 0.1683], [0.1912, 3.4303, 1.1948], [-0.1254, 4.7629, 0.9389], [-0.0226, 5.2764, -0.3445], [0.4012, 4.4627, -1.3876], [-0.9920, 2.1802, -6.4473], [0.0836, 4.2088, -7.4117], [1.9005, 5.3497, -6.2049], [2.6392, 4.5458, -3.9847], [2.4949, -0.5711, -2.4458], [4.7325, -1.3800, -1.7827], [6.4427, 0.2201, -1.0024], [5.9136, 2.6273, -0.8109], [3.6548, 3.4427, -1.3913], [0.8568, 1.5759, 0.3538], [0.0743, 3.0234, 2.1918], [-0.4713, 5.3989, 1.7452], [-0.2798, 6.3090, -0.5388], [0.4534, 4.8587, -2.3938], [4.8511, 3.0490, 2.7682], [4.8841, 1.5949, 2.4226], [5.9924, 0.8064, 2.4380], [5.8488, -0.5467, 2.0722], [4.6831, -1.0716, 1.7120], [3.5811, -0.3016, 1.7275], [2.0421, -0.8758, 1.3024], [3.7150, 1.0183, 2.0670], [7.0256, -1.4713, 2.0779], [5.8544, 3.4188, 2.9607], [4.2451, 3.2163, 3.6619], [4.4111, 3.6275, 1.9517], [6.9516, 1.2156, 2.7216], [2.8687, 1.5715, 2.0570], [7.9692, -0.9394, 2.1829], [7.0289, -2.0718, 1.1686], [6.9203, -2.1668, 2.9138], [-4.3747, 1.0681, -1.1369], [-2.6399, 0.9301, -1.2764], [-2.1783, 2.0025, -2.1088], [-2.0715, 0.9619, 0.1238], [-2.3230, -0.4510, -1.7393], [-4.5984, 2.0404, -0.6993], [-4.7297, 0.2604, -0.5009], [-4.7903, 0.9894, -2.1419]], "forces_ev_per_a": [[-0.8, 0.0, -0.3], [-0.1, 0.0, 0.1], [0.0, 0.0, -0.2], [0.0, 0.0, 0.1], [0.0, -0.1, 0.0], [0.0, 0.0, 0.0], [0.0, -0.1, 0.0], [0.1, 0.3, 0.0], [-0.1, -0.1, 0.3], [0.0, -0.1, -0.2], [0.0, 0.0, 0.0], [0.0, 0.0, 0.0], [0.0, 0.0, 0.0], [0.0, 0.0, 0.0], [0.0, 0.1, 0.0], [0.1, 0.0, -0.1], [-0.1, -0.1, 0.1], [0.0, 0.0, 0.0], [-0.1, 0.0, 0.1], [0.0, 0.0, 0.0], [0.0, 0.0, 0.0], [0.0, -0.1, -0.1], [0.0, 0.0, 0.0], [0.0, 0.0, 0.0], [0.0, 0.0, 0.0], [0.0, 0.0, 0.0], [0.0, 0.0, 0.0], [0.0, 0.0, 0.0], [0.0, 0.0, 0.0], [0.0, 0.0, 0.0], [0.1, 0.0, 0.0], [0.0, 0.0, 0.1], [0.0, 0.0, 0.0], [0.0, 0.0, 0.0], [0.0, 0.0, 0.0], [-0.1, -0.2, -0.1], [0.1, 0.2, 0.2], [0.1, 0.3, 0.0], [0.0, -0.2, -0.1], [-0.1, 0.0, -0.2], [0.0, 0.1, 0.0], [0.0, 0.0, 0.0], [0.0, 0.1, -0.1], [0.0, 0.1, 0.1], [-0.2, -0.1, -0.1], [0.2, -0.1, 0.1], [0.1, 0.0, 0.0], [0.0, 0.0, 0.0], [0.0, 0.0, 0.0], [0.0, 0.0, 0.0], [0.0, 0.0, 0.0], [0.0, 0.1, 0.1], [-0.1, 0.1, -0.2], [0.0, 0.0, 0.0], [0.0, 0.0, 0.0], [0.0, 0.0, 0.0], [-0.1, 0.0, 0.0], [0.0, 0.0, 0.0], [0.0, 0.0, 0.0], [0.0, 0.0, 0.0], [0.0, 0.0, 0.0], [0.0, 0.0, 0.0], [0.0, 0.0, 0.0], [0.0, 0.0, 0.0], [0.0, 0.0, 0.0], [0.0, -0.1, 0.0], [0.2, -0.1, 0.1], [0.0, 0.0, 0.0], [0.0, 0.0, 0.0], [0.0, 0.0, 0.0], [0.0, 0.0, 0.1], [0.0, -0.1, 0.0], [0.0, 0.2, 0.0], [0.2, 0.0, 0.0], [-0.1, -0.2, -0.1], [0.0, 0.2, 0.1], [0.0, -0.2, -0.2], [0.4, 0.1, 0.1], [-0.1, 0.1, 0.1], [-0.1, 0.0, 0.0], [0.0, 0.0, 0.0], [0.0, 0.0, 0.0], [0.0, 0.0, 0.0], [0.0, 0.0, 0.0], [0.0, 0.0, 0.0], [0.0, 0.0, 0.0], [0.0, 0.0, 0.0], [0.0, 0.0, 0.0], [-0.1, 0.0, 0.1], [0.0, -0.1, 0.0], [0.1, -0.1, 0.0], [0.2, -0.2, 0.0], [0.1, 0.1, 0.1], [0.0, 0.0, -0.1], [0.0, 0.1, 0.0], [0.0, 0.0, 0.1]], "mulliken_charge": [1.13, -0.05, 0.91, -0.89, -0.51, -0.90, -0.62, 0.08, 1.01, 1.09, -0.85, -0.45, -0.66, -0.65, -0.57, 0.23, -0.35, -0.78, -0.56, -0.77, -0.17, 0.50, 0.42, 0.43, 0.46, 0.44, 0.46, 0.42, 0.45, 0.38, 0.17, 0.44, 0.42, 0.44, 0.54, -0.50, 0.00, -0.15, 0.54, -0.76, -0.63, -0.68, -0.42, 0.09, 1.63, 0.76, -0.12, -0.98, -0.32, -0.98, -0.54, 0.40, 0.81, -1.24, -0.83, -0.85, -0.66, 0.55, 0.44, 0.46, 0.51, 0.44, 0.42, 0.52, 0.50, 0.46, 0.22, 0.52, 0.45, 0.46, 0.46, -1.52, 1.08, -0.89, 0.94, -0.39, -0.16, -0.37, 0.19, -1.35, 0.40, 0.38, 0.32, 0.43, -0.11, 0.38, 0.35, 0.36, -0.80, 1.10, -0.48, -0.53, -0.79, 0.43, 0.00, 0.44]}

=====

{"formula": "C44H39N10O6S2SbTi", "method": "ωB97M-V/def2-TZVPD", "homo_lumo_gap_ev": 6.80, "total_charge": 2, "lumo_energy_ev": -6.36, "relative_energy_kcal_mol": 0.0, "multiplicity": 1, "species": ["Ti", "C", "C", "N", "C", "C", "N", "C", "O", "O", "C", "O", "O", "H", "H", "H", "H", "H", "C", "C", "N", "C", "C", "N", "C", "N", "N", "N", "C", "C", "C", "C", "C", "C", "H", "H", "H", "H", "H", "H", "H", "H", "H", "H", "H", "N", "C", "C", "C", "C", "C", "C", "S", "O", "O", "N", "C", "S", "C", "C", "N", "H", "H", "H", "H", "H", "H", "H", "H", "C", "C", "C", "C", "C", "C", "Sb", "C", "C", "C", "C", "C", "C", "C", "C", "C", "C", "C", "C", "H", "H", "H", "H", "H", "H", "H", "H", "H", "H", "H", "H", "H", "H", "H"], "xyz": [[0.3798, -0.3183, -0.1749], [-2.0895, 1.9912, -2.4635], [-2.4255, 1.2836, -1.2033], [-1.6611, 0.4854, -0.4759], [-2.4193, 0.0673, 0.5973], [-3.6546, 0.6362, 0.5398], [-3.6454, 1.3687, -0.6232], [-4.7554, 0.6572, 1.5579], [-5.9995, 0.4609, 1.0936], [-4.5144, 0.8487, 2.7060], [-1.7917, -0.8850, 1.5373], [-2.3226, -1.6328, 2.2871], [-0.4297, -0.8305, 1.3724], [-1.0873, 1.7249, -2.7816], [-2.1297, 3.0713, -2.3096], [-2.8028, 1.7273, -3.2461], [-4.3756, 1.9921, -0.9360], [-6.0091, 0.0586, 0.2151], [-1.8159, -1.5706, -3.0184], [-1.1073, -2.4906, -2.0877], [-0.5331, -2.1238, -0.9515], [0.0643, -3.2512, -0.4152], [-0.1940, -4.3050, -1.2192], [-0.9434, -3.8164, -2.2671], [-1.3313, -4.6558, -3.3973], [-0.1842, -5.0620, -4.1309], [0.2003, -6.3739, -4.0801], [1.2257, -6.5383, -4.7993], [1.5762, -5.3308, -5.3702], [2.6251, -5.0082, -6.2327], [2.7186, -3.6959, -6.6349], [1.7980, -2.7258, -6.1941], [0.7604, -3.0285, -5.3410], [0.6662, -4.3628, -4.9407], [-1.1870, -0.7052, -3.2318], [-2.7480, -1.2194, -2.5741], [-2.0558, -2.0527, -3.9630], [0.6167, -3.2253, 0.5096], [0.0860, -5.3429, -1.1594], [-2.0479, -4.1208, -4.0165], [-1.7950, -5.5655, -3.0187], [3.3195, -5.7669, -6.5642], [3.5080, -3.3966, -7.3108], [1.9055, -1.7081, -6.5453], [0.0560, -2.2683, -5.0230], [4.6247, 0.1270, -7.3046], [4.0685, 0.1821, -6.0776], [2.8217, 0.8098, -5.8751], [2.2511, 0.8260, -4.6255], [2.9246, 0.2429, -3.5456], [4.1720, -0.3580, -3.7232], [4.7274, -0.3987, -4.9739], [2.1976, 0.2594, -1.9985], [1.7767, -1.1151, -1.5417], [0.8815, 0.9666, -2.0191], [3.2056, 0.8306, -0.9657], [3.2175, 0.3075, 0.2813], [4.6361, 0.3085, 1.2320], [3.7889, -0.4731, 2.5114], [2.5057, -0.7008, 2.1684], [2.1739, -0.2551, 0.9013], [4.2045, 0.6021, -8.0836], [5.5387, -0.2658, -7.4426], [2.3180, 1.2804, -6.7091], [1.2947, 1.3055, -4.4691], [4.6987, -0.7862, -2.8802], [5.6903, -0.8701, -5.1202], [4.2731, -0.7200, 3.4409], [1.7495, -1.1788, 2.7712], [-1.4103, 2.5237, 5.5329], [-0.9673, 1.3066, 5.0392], [-0.4471, 1.2245, 3.7555], [-0.3780, 2.3610, 2.9554], [-0.8082, 3.5864, 3.4630], [-1.3234, 3.6647, 4.7467], [0.4789, 2.3252, 1.0300], [-0.6740, 3.8046, 0.0553], [-0.1574, 4.5825, -0.9773], [-0.9595, 5.5146, -1.6208], [-2.2823, 5.6802, -1.2333], [-2.8008, 4.9174, -0.1946], [-2.0011, 3.9805, 0.4447], [2.3734, 3.1703, 1.4080], [3.1907, 3.6533, 0.3883], [4.4328, 4.1873, 0.6910], [4.8693, 4.2318, 2.0090], [4.0602, 3.7486, 3.0258], [2.8112, 3.2209, 2.7293], [-1.8218, 2.5853, 6.5312], [-1.0300, 0.4162, 5.6501], [-0.1049, 0.2665, 3.3892], [-0.7404, 4.4904, 2.8690], [-1.6562, 4.6185, 5.1333], [0.8769, 4.4810, -1.2825], [-0.5471, 6.1235, -2.4142], [-2.9020, 6.4177, -1.7259], [-3.8207, 5.0747, 0.1344], [-2.4072, 3.4095, 1.2746], [2.8821, 3.5975, -0.6480], [5.0623, 4.5682, -0.1023], [5.8400, 4.6486, 2.2424], [4.3942, 3.7905, 4.0540], [2.1829, 2.8598, 3.5351]], "forces_ev_per_a": [[-0.4, 0.0, -0.5], [0.0, 0.0, 0.0], [0.0, 0.0, -0.1], [0.1, 0.0, 0.0], [-0.3, 0.1, 0.3], [0.1, -0.1, 0.0], [0.0, 0.0, 0.0], [0.1, -0.4, 0.0], [0.0, 0.1, 0.0], [0.0, 0.1, 0.0], [0.1, -0.1, 0.0], [-0.1, 0.1, 0.1], [0.1, -0.1, 0.0], [0.0, 0.0, 0.0], [0.0, 0.0, 0.0], [0.0, 0.0, 0.0], [0.0, 0.0, 0.0], [0.0, 0.0, 0.0], [0.0, 0.0, 0.0], [-0.1, 0.0, -0.1], [0.2, 0.1, -0.1], [-0.2, -0.2, 0.1], [0.1, 0.0, 0.1], [0.0, 0.1, 0.1], [-0.1, 0.0, 0.1], [0.1, -0.1, -0.3], [-0.1, 0.1, 0.1], [0.2, -0.2, -0.1], [-0.1, 0.2, 0.1], [0.0, 0.0, 0.0], [0.0, 0.0, 0.0], [0.0, 0.0, 0.0], [-0.1, 0.0, 0.0], [0.1, -0.1, 0.0], [0.0, 0.0, 0.0], [0.0, 0.0, 0.0], [0.0, 0.0, 0.0], [-0.1, 0.0, 0.0], [0.0, 0.0, 0.0], [0.0, 0.0, 0.0], [0.0, 0.0, 0.0], [0.0, 0.0, 0.0], [0.0, 0.0, 0.0], [0.0, 0.0, 0.0], [0.1, 0.0, 0.0], [-0.1, 0.0, -0.1], [0.0, 0.0, 0.0], [0.0, 0.0, 0.1], [0.0, 0.0, 0.0], [-0.4, 0.3, -0.1], [0.1, -0.1, 0.1], [0.0, 0.0, 0.0], [0.4, -0.4, 0.1], [-0.1, 0.1, 0.0], [0.1, 0.1, 0.3], [0.2, 0.0, -0.5], [0.0, -0.1, 0.0], [0.0, 0.1, 0.0], [-0.2, 0.0, 0.0], [0.1, 0.0, 0.2], [0.1, 0.3, -0.2], [0.0, 0.0, 0.0], [0.0, 0.0, 0.0], [0.0, 0.0, 0.0], [0.0, 0.0, 0.0], [0.0, 0.0, 0.0], [0.0, 0.0, 0.0], [0.0, 0.0, 0.0], [0.0, 0.0, 0.0], [0.0, 0.0, 0.0], [0.0, 0.0, 0.0], [0.0, -0.1, 0.0], [0.0, 0.0, 0.0], [0.0, 0.1, 0.0], [0.0, 0.0, 0.0], [-0.1, -0.2, 0.0], [0.0, 0.1, 0.0], [0.1, 0.0, 0.0], [0.0, 0.0, 0.0], [0.0, 0.0, 0.0], [0.0, 0.0, 0.0], [0.0, -0.1, 0.1], [0.0, 0.1, 0.0], [0.0, 0.0, -0.1], [0.0, 0.0, 0.0], [0.0, 0.0, 0.0], [0.0, 0.0, 0.0], [0.0, -0.1, 0.0], [0.0, 0.0, 0.0], [0.0, 0.0, 0.0], [0.0, 0.0, 0.0], [0.0, 0.0, 0.0], [0.0, 0.0, 0.0], [0.0, 0.0, 0.0], [0.0, 0.0, 0.0], [0.0, 0.0, 0.0], [0.0, 0.0, 0.0], [0.0, 0.0, 0.0], [0.0, 0.0, 0.0], [0.0, 0.0, 0.0], [0.0, 0.0, 0.0], [0.0, 0.0, 0.0], [0.0, 0.0, 0.0]], "mulliken_charge": [-0.35, -0.92, -0.97, 1.94, 0.90, -0.33, 0.37, 0.54, -0.48, -0.42, -0.48, -0.56, 0.01, -0.36, 0.27, 0.43, 0.35, 0.38, -0.88, 0.80, 0.59, -0.96, -0.94, 0.24, -1.39, 0.70, -0.65, -0.52, 0.12, -0.80, -0.78, -0.41, -0.64, 1.41, -0.18, 0.13, 0.56, 0.65, 0.53, 0.63, 0.33, 0.45, 0.44, 0.60, 0.26, -0.47, 1.14, -1.12, -0.13, -0.58, -0.91, -0.92, 2.60, -0.76, -0.53, -0.55, 0.11, -0.08, -0.41, -1.24, 1.38, 0.21, 0.20, 0.35, 0.46, 0.52, 0.38, 0.53, 0.49, -0.67, -0.83, -0.65, 1.22, -0.61, -0.84, 1.13, 0.98, -0.53, -0.78, -0.79, -0.82, -0.48, 1.41, -0.53, -0.76, -0.69, -0.83, -0.61, 0.43, 0.45, 0.25, 0.57, 0.45, 0.24, 0.47, 0.43, 0.52, 0.61, 0.14, 0.46, 0.44, 0.47, 0.47]}